Entry 1:
C6H6 | ωB97M-V with the def2-TZVPD basis set

```
! RIJCOSX wB97M-V def2-TZVPD def2/J DEFGRID3
* xyz 0 1
C 2.22 -1.09 0.37
C 1.08 -0.70 0.41
C -0.29 -0.15 0.44
C -1.17 -0.78 -0.65
C -0.19 1.31 0.28
C -0.05 2.49 0.14
H 3.22 -1.44 0.33
H -0.73 -0.37 1.42
H -0.75 -0.59 -1.64
H -1.24 -1.87 -0.50
H -2.18 -0.36 -0.60
H 0.07 3.55 0.01
*
```

## Properties
**Energy relative to the best compared isomer or geometry (same formula, charge and spin)**: 3.838 eV
**SMILES**: C#CC(C)C#C
**HOMO level**: -10.00 eV

***

Entry 2:
C6H6 | ωB97M-V with the def2-TZVPD basis set

```
! RIJCOSX wB97M-V def2-TZVPD def2/J DEFGRID3
* xyz 0 1
C 2.28 -1.26 0.41
C 1.29 -0.67 0.07
C -0.05 -0.07 0.13
C -1.19 -0.74 -0.67
C -0.13 1.41 0.13
C -0.26 2.61 0.18
H 2.84 -1.80 1.13
H 0.11 -0.54 1.14
H -1.16 -0.59 -1.76
H -1.15 -1.81 -0.48
H -2.16 -0.35 -0.33
H -0.35 3.68 0.25
*
```

## Properties
**Energy relative to the best compared isomer or geometry (same formula, charge and spin)**: 5.091 eV
**SMILES**: C#CC(C)C#C
**HOMO level**: -9.46 eV

***

Entry 3:
C6H6 | ωB97M-V with the def2-TZVPD basis set

```
! RIJCOSX wB97M-V def2-TZVPD def2/J DEFGRID3
* xyz 0 1
C -2.40 -0.92 -3.07
C -1.71 -0.42 -2.17
C -1.00 0.00 -1.10
C -0.39 0.35 -0.11
C 0.41 0.84 0.99
C 1.61 -0.05 1.30
H -2.75 -1.80 -2.51
H 0.75 1.84 0.67
H -0.23 0.99 1.87
H 2.26 0.45 2.01
H 1.28 -1.00 1.74
H 2.18 -0.27 0.39
*
```

## Properties
**Energy relative to the best compared isomer or geometry (same formula, charge and spin)**: 4.892 eV
**SMILES**: C#CC#CCC
**HOMO level**: -9.41 eV

***

Entry 4:
C6H6 | ωB97M-V with the def2-TZVPD basis set

```
! RIJCOSX wB97M-V def2-TZVPD def2/J DEFGRID3
* xyz 0 1
C -2.46 0.80 0.06
C -1.14 0.19 -0.12
C -0.06 -0.32 -0.25
C 1.25 -0.96 -0.43
C 2.83 0.48 -1.39
C 2.44 -0.01 -0.24
H -2.36 1.80 0.48
H -2.99 0.88 -0.90
H -3.07 0.21 0.74
H 1.29 -1.44 -1.42
H 1.39 -1.76 0.30
H 2.87 0.17 0.74
*
```

## Properties
**Energy relative to the best compared isomer or geometry (same formula, charge and spin)**: 5.643 eV
**HOMO level**: -9.74 eV

***

Entry 5:
C6H6 | ωB97M-V with the def2-TZVPD basis set

```
! RIJCOSX wB97M-V def2-TZVPD def2/J DEFGRID3
* xyz 0 1
C 3.79 0.11 -0.02
C 2.63 -0.23 -0.03
C 1.29 -0.54 -0.06
C 0.09 -0.72 -0.09
C -1.37 -0.71 0.01
C -1.85 0.75 0.02
H 4.80 0.45 -0.04
H -1.83 -1.26 -0.81
H -1.65 -1.22 0.94
H -2.89 0.83 0.36
H -1.22 1.35 0.69
H -1.78 1.18 -0.98
*
```

## Properties
**Energy relative to the best compared isomer or geometry (same formula, charge and spin)**: 3.515 eV
**SMILES**: C#CC#CCC
**HOMO level**: -9.28 eV

***

Entry 6:
C6H62BNO23 | ωB97M-V with the def2-TZVPD basis set

```
! RIJCOSX wB97M-V def2-TZVPD def2/J DEFGRID3
* xyz 0 1
C -0.83 4.19 1.97
O -1.08 3.11 1.12
C 0.07 2.42 0.69
C -0.48 1.51 -0.52
N 0.53 0.86 -1.29
H 0.16 0.65 -2.18
H 1.42 1.47 -1.33
C 1.17 -0.30 -0.62
C 0.37 -1.62 -0.80
O 1.27 -2.58 -0.61
C 0.59 -3.83 -0.54
H -0.22 4.03 2.82
H -1.65 4.66 2.41
H -0.51 4.83 1.16
H 0.13 1.62 1.46
H 1.04 3.00 0.48
H -1.19 2.30 -1.30
H -1.07 0.97 -0.10
H 1.42 -0.13 0.23
H 2.17 -0.34 -1.04
H 0.03 -1.71 -1.81
H -0.39 -1.82 -0.17
H -0.15 -3.77 0.53
H 1.40 -4.49 -0.38
H -0.17 -3.95 -1.31
B -1.79 6.22 5.20
H -1.24 6.07 4.11
H -2.93 5.72 5.08
H -1.26 5.62 5.97
H -1.74 7.36 5.40
O 0.54 6.08 -0.98
H 0.35 6.32 -0.05
H 1.05 5.25 -0.78
O -1.52 -2.00 -3.99
H -0.87 -1.17 -4.00
H -2.35 -1.92 -3.39
O 2.50 4.31 -0.47
H 2.81 4.38 0.48
H 2.41 3.35 -0.48
O 2.71 -6.34 1.21
H 2.88 -6.64 0.34
H 3.64 -6.29 1.63
O 0.67 -6.25 2.96
H 1.40 -5.93 2.25
H 0.06 -5.47 2.94
O -0.96 7.54 1.21
H -0.39 7.49 2.01
H -1.89 7.44 1.64
O -0.21 0.36 -3.98
H -0.60 1.09 -4.36
H 0.65 0.09 -4.37
O 3.10 -1.38 -3.25
H 2.99 -2.04 -2.71
H 3.61 -1.62 -3.89
O 2.64 0.59 2.90
H 3.25 0.04 2.46
H 1.78 -0.04 3.10
O -0.60 -6.63 -1.13
H -0.24 -6.93 -0.16
H -1.17 -7.41 -1.47
O -2.67 -4.48 -0.73
H -2.13 -5.18 -0.99
H -3.55 -4.94 -0.73
O 1.13 -5.48 -3.54
H 0.61 -5.02 -4.21
H 0.49 -5.93 -3.01
O -2.77 -3.33 1.86
H -2.71 -3.61 1.02
H -3.35 -2.57 1.86
O -4.10 2.40 1.11
H -4.35 3.38 1.20
H -3.17 2.45 1.30
O 2.82 2.48 -1.51
H 3.59 1.78 -1.44
H 2.87 2.75 -2.46
O -0.54 3.04 -3.34
H -0.01 3.65 -3.89
H -1.02 3.67 -2.69
O 0.11 -3.53 3.46
H -0.71 -3.76 3.78
H 0.76 -3.85 4.29
O -2.86 -0.92 -1.69
H -3.56 -0.42 -1.55
H -2.95 -1.57 -1.00
O -2.05 4.72 -1.40
H -1.30 5.46 -1.16
H -2.36 4.38 -0.45
O 0.37 -0.63 3.47
H 0.00 -1.41 3.33
H -0.44 -0.13 3.74
O 3.79 -3.65 -1.57
H 3.64 -4.21 -2.32
H 3.04 -3.88 -1.07
*
```

## Properties
**Energy relative to the best compared isomer or geometry (same formula, charge and spin)**: 1.267 eV
**HOMO level**: -6.61 eV

***

Entry 7:
C6H6BNO5S | ωB97M-V with the def2-TZVPD basis set

```
! RIJCOSX wB97M-V def2-TZVPD def2/J DEFGRID3
* xyz 0 1
B 0.66 -2.15 0.04
C 1.44 1.79 0.11
C 1.15 -0.65 0.00
C 1.93 0.43 0.08
C -1.01 0.74 0.10
C -2.35 0.41 -0.10
C -3.24 1.57 0.22
N 3.42 0.30 -0.20
O -2.76 -0.66 -0.42
O 4.12 1.20 -0.67
O 3.88 -0.77 0.13
O 0.40 -2.65 -1.21
O 0.32 -2.64 1.25
S -0.17 2.16 0.08
H 2.19 2.53 -0.25
H -4.21 1.30 -0.04
H -2.99 2.33 -0.43
H -3.07 1.82 1.27
H 0.31 -3.61 -1.29
H -0.03 -3.46 1.35
*
```

## Properties
**Energy relative to the best compared isomer or geometry (same formula, charge and spin)**: 5.492 eV
**HOMO level (alpha / beta)**: -8.45 / -8.44 eV

***

Entry 8:
C6H6Br2F2 | ωB97M-V with the def2-TZVPD basis set

```
! RIJCOSX wB97M-V def2-TZVPD def2/J DEFGRID3
* xyz 0 1
C 0.65 -1.39 -0.23
C -0.20 -0.46 0.76
C -1.80 -0.50 0.47
Br -2.78 -2.00 0.26
C -2.15 0.78 0.27
Br -3.88 1.45 -0.22
C -1.06 1.75 0.51
C 0.21 1.04 0.87
F 1.26 1.28 0.14
F 0.58 1.40 2.19
H 0.13 -2.39 -0.06
H 1.76 -1.49 0.04
H 0.49 -1.15 -1.30
H -0.12 -0.67 1.92
H -1.01 2.40 -0.39
H -1.32 2.45 1.41
*
```

## Properties
**Energy relative to the best compared isomer or geometry (same formula, charge and spin)**: 0.278 eV
**SMILES**: C[C@@H]1C(Br)=C(Br)CC1(F)F
**HOMO level**: -9.22 eV

***

Entry 9:
C6H6BrClNO7P3S2 | ωB97M-V with the def2-TZVPD basis set

```
! RIJCOSX wB97M-V def2-TZVPD def2/J DEFGRID3
* xyz -2 1
N -1.25 1.24 1.83
P -0.70 1.13 0.39
C 0.00 -0.49 -0.10
C -0.72 -1.63 0.08
P -2.41 -1.67 0.75
S -3.37 -3.34 0.41
C -0.08 -2.90 -0.35
O -0.12 -3.95 0.26
C 0.72 -2.75 -1.61
Cl 0.67 -4.07 -2.70
C 1.44 -1.64 -1.81
P 2.49 -1.45 -3.30
O 3.06 0.06 -3.16
Br 0.81 -1.15 -4.80
C 1.34 -0.59 -0.74
O 2.28 0.11 -0.42
H -1.09 0.48 2.47
H -1.68 1.33 -0.61
H 0.31 2.06 0.13
H -2.36 -1.29 2.09
H -3.02 -0.61 0.08
H 2.36 0.72 -3.09
O -0.14 4.05 1.41
S 0.26 4.10 2.86
O -0.95 4.18 3.71
O 1.15 5.26 3.09
O 1.00 2.83 3.15
*
```

## Properties
**HOMO level**: -0.26 eV

***

Entry 10:
C6H6BrN3 | ωB97M-V with the def2-TZVPD basis set

```
! RIJCOSX wB97M-V def2-TZVPD def2/J DEFGRID3
* xyz 0 1
C 0.83 -1.37 -0.61
C -0.92 1.07 -0.51
C 0.45 1.07 -0.56
C -1.25 -0.56 1.37
C -1.71 -0.06 -0.10
C 1.28 -0.05 -0.40
N 0.55 -2.44 -0.93
N -0.12 -0.82 1.69
N 2.61 0.11 -0.15
Br -3.62 0.35 -0.11
H -1.42 2.02 -0.58
H 0.95 2.01 -0.68
H -2.14 -0.66 1.99
H -1.57 -0.97 -0.68
H 3.15 -0.70 0.10
H 2.94 1.01 0.15
*
```

## Properties
**Energy relative to the best compared isomer or geometry (same formula, charge and spin)**: 2.260 eV
**HOMO level (alpha / beta)**: -7.65 / -8.88 eV

***

> Which formula does entry 8 have?

C6H6Br2F2